ORCA calculation (the ωB97M-V functional and the def2-TZVPD basis) on a 7-piece molecular cluster, C35H56O15 overall in a non-equilibrium geometry.

Results
**SMILES**: CC[C@H](C)[C@H]1CC(=O)O[C@H]1C[C@H](C)O.O=C1CCCO1.O=C1CCCO1.O=C1CCCO1.O=C1CCCO1.O=C1CCCO1.O=C1CCCO1
**ΔE to the lowest compared entry with this formula, charge and spin**: 41.37 kJ/mol
**LUMO energy**: 0.3 eV
**HOMO-LUMO gap**: 9.868 eV

Geometry as ORCA input:
```
! RIJCOSX wB97M-V def2-TZVPD def2/J DEFGRID3
* xyz 0 1
C 1.737 2.430 -0.719
C 0.502 2.594 -1.653
C 0.749 1.989 -3.053
C 0.074 2.811 -4.177
C 0.335 0.509 -3.211
C 1.004 -0.552 -2.295
C 0.145 -1.770 -2.721
O 0.480 -2.879 -2.616
O -1.010 -1.365 -3.251
C -1.134 0.109 -3.338
C -2.122 0.399 -2.173
C -3.045 1.629 -2.405
C -3.104 2.464 -1.086
O -4.386 1.174 -2.660
H 2.329 1.538 -0.959
H 1.436 2.335 0.326
H 2.403 3.295 -0.783
H 0.382 3.681 -1.786
H -0.412 2.240 -1.170
H 1.833 2.027 -3.236
H 0.663 3.727 -4.311
H 0.162 2.240 -5.112
H -0.985 3.018 -3.994
H 0.730 0.257 -4.216
H 0.811 -0.153 -1.291
H 2.062 -0.607 -2.542
H -1.610 0.214 -4.318
H -1.518 0.477 -1.260
H -2.747 -0.490 -2.039
H -2.757 2.240 -3.262
H -4.103 2.872 -0.897
H -2.876 1.807 -0.236
H -2.354 3.258 -1.152
H -4.738 0.826 -1.830
O 4.562 3.515 0.730
C 4.331 2.873 1.716
C 5.198 2.770 2.952
C 4.615 1.544 3.645
C 3.165 1.580 3.198
O 3.189 2.150 1.879
H 5.082 3.672 3.536
H 6.241 2.623 2.684
H 4.729 1.552 4.721
H 5.099 0.641 3.263
H 2.548 2.213 3.841
H 2.722 0.586 3.151
O 0.161 1.634 -7.199
C -0.983 1.780 -7.522
C -1.713 1.037 -8.621
C -2.955 1.897 -8.824
C -3.154 2.499 -7.443
O -1.831 2.635 -6.897
H -1.962 0.036 -8.265
H -1.104 0.979 -9.520
H -3.822 1.344 -9.181
H -2.739 2.687 -9.545
H -3.736 1.849 -6.786
H -3.631 3.476 -7.482
O 4.605 3.686 5.454
C 3.750 3.570 6.290
C 3.112 4.684 7.091
C 2.431 3.922 8.220
C 2.125 2.589 7.564
O 3.189 2.382 6.614
H 2.391 5.205 6.458
H 3.864 5.376 7.460
H 1.547 4.417 8.618
H 3.136 3.778 9.042
H 1.177 2.602 7.026
H 2.114 1.769 8.280
O 2.966 -8.791 -1.170
C 2.667 -7.806 -1.785
C 1.607 -7.701 -2.861
C 1.950 -6.375 -3.526
C 2.581 -5.600 -2.384
O 3.230 -6.593 -1.566
H 0.625 -7.676 -2.389
H 1.673 -8.533 -3.557
H 1.095 -5.866 -3.968
H 2.687 -6.540 -4.315
H 1.839 -5.079 -1.776
H 3.318 -4.879 -2.732
O -3.377 -7.608 -3.546
C -2.937 -7.848 -2.461
C -3.689 -7.782 -1.148
C -2.560 -7.794 -0.126
C -1.479 -8.576 -0.852
O -1.661 -8.270 -2.248
H -4.327 -8.663 -1.063
H -4.285 -6.875 -1.088
H -2.835 -8.230 0.833
H -2.219 -6.772 0.055
H -1.584 -9.655 -0.718
H -0.478 -8.279 -0.543
O -0.730 4.532 6.674
C -1.527 3.962 7.362
C -2.925 4.429 7.707
C -3.283 3.533 8.887
C -2.471 2.282 8.597
O -1.290 2.748 7.920
H -3.576 4.255 6.848
H -2.927 5.481 7.977
H -4.349 3.339 8.989
H -2.935 3.993 9.814
H -2.997 1.588 7.937
H -2.184 1.755 9.505
*
```